No. 1
The following is a quantum chemistry calculation of 3 unconnected molecules or ions with the total composition C20H40O13P2, from OMol25.

Atoms and positions in Å:
C: -1.68425 6.75515 0.89262
C: -2.63690 -1.61874 -1.71253
H: -4.42010 -3.69246 -1.38537
H: -7.55119 -1.35059 -0.56674
H: -1.64791 7.08933 3.00332
H: -3.30180 -0.86516 -1.30366
H: -8.69280 -2.63752 0.00222
H: -0.17915 6.32376 2.36603
C: -4.41859 -3.23547 0.70565
H: 7.03468 -3.50661 -1.88839
C: -1.26681 6.35676 2.29075
H: 0.40277 4.52216 -1.71722
H: 1.57649 -4.05498 -1.48202
H: 3.92933 -4.28740 -2.46599
O: 4.90508 -1.38328 0.77924
H: 1.33820 4.77385 -0.24916
C: 5.12154 -0.89268 2.10641
H: 2.26800 -2.56837 -2.13608
C: -7.83011 -2.02702 0.23841
H: 1.84010 3.54014 -1.42249
H: -5.12931 4.96917 1.41311
C: -4.51298 4.19730 0.94679
H: 7.48896 -0.49162 -1.61897
H: -2.79894 -1.87725 -2.75882
H: 4.59607 -1.53386 2.81969
O: -0.38337 -2.37019 -1.36824
O: -0.92329 3.56889 0.51466
O: -2.86936 3.09875 -0.77807
O: -1.36912 5.74932 -0.08578
P: -2.13680 4.32907 -0.33444
H: -0.69539 -0.76465 -2.52004
H: 3.77390 -4.87972 -0.82498
O: -6.77835 -4.14852 0.62436
O: 6.83820 -2.66209 0.00734
H: 6.71180 -0.32692 3.44654
H: -7.96953 -1.44453 1.14785
C: 0.98245 4.01234 -0.94164
O: -5.47206 -2.32390 0.51753
C: -3.73251 -3.72714 -0.53911
C: -2.51644 -2.83387 -0.79530
C: 6.96764 -1.34199 -2.06161
P: 5.32074 -2.91782 0.43942
H: 0.76345 2.43506 0.49541
C: -1.14681 -1.16250 -1.61849
H: -4.34381 3.18944 2.83793
O: 4.41470 -3.79800 1.20083
C: -1.24338 -3.42972 -1.33542
H: 7.13125 -0.19846 1.72629
H: -4.92727 4.01794 -0.04366
C: 0.14109 2.97606 -0.21722
H: -1.16549 -0.49873 -0.75300
H: -5.51613 2.45894 1.73423
C: 3.72904 -3.98076 -1.43710
H: 7.25288 -1.42270 -3.11121
H: 7.06202 -1.77490 2.50159
C: 6.59210 -0.78942 2.46625
O: 4.77342 -3.07099 -1.07781
H: -3.42578 -4.76069 -0.39730
H: -1.63730 5.37493 2.57163
C: -4.53903 2.94020 1.79364
H: 5.90296 -1.13100 -2.00714
H: -1.12125 7.64085 0.59237
H: -2.22308 -2.41518 0.17436
C: -6.68252 -2.96521 0.47271
O: -0.97924 -4.52424 -1.71408
O: -4.05673 -3.54994 1.78704
C: 7.33821 -2.61814 -1.33959
H: -3.77039 2.23183 1.48745
C: 2.36924 -3.32106 -1.35292
H: -2.73386 7.03128 0.83619
H: 2.23093 -2.80641 -0.40299
H: -0.25956 2.24647 -0.92961
H: 8.42408 -2.67262 -1.24931
H: 4.66188 0.09415 2.14692
O: -3.19450 4.73183 0.85672

SMILES ... CC(=O)OC(=O)C[C@@H]1CCOC1=O.CCOP(=O)(OCC)OCC.CCOP(=O)(OCC)OCC
F_max ... 8.518 eV Å⁻¹
Total charge ... 0
Energy above the lowest of the compared OMol25 structures with the same formula, charge and spin ... 0.0 kcal per mole
Kohn-Sham gap ... 8.947 eV

These are the Mulliken partial charges, in e, on atoms 1 to 8: -0.17 -0.87 0.33 0.31 0.37 0.42 0.32 0.32

No. 2
The following is a quantum chemistry calculation of a molecular structure, C20H40O40S10, from OMol25.

Atoms and positions in Å:
C: -0.40311 1.93510 5.38857
H: 1.21051 -2.77883 0.48824
H: -1.86903 -1.13584 0.06383
H: 0.27309 2.75371 5.63500
H: -1.46138 2.17264 5.49691
O: -0.27569 4.53670 -0.18291
H: 3.26854 -3.01262 -0.32904
O: 3.14521 -0.83681 -3.83655
S: -0.11478 0.20778 3.46401
S: 2.62194 4.12161 -3.19829
C: 2.19649 -4.01442 -2.39911
O: -5.49788 -1.26350 -0.65895
H: 2.53689 -3.26966 -3.11853
H: -3.93613 3.19821 2.01946
H: 1.22330 3.47208 -0.15490
O: 2.19933 1.11250 -4.51139
O: -0.87274 2.38033 0.95968
O: 2.16482 -3.46203 2.10685
O: 1.61964 -3.45066 -1.19166
O: -0.33724 -2.05389 -2.13820
O: 2.02432 4.46153 -1.60897
H: -2.64987 -2.21301 -1.91206
H: -0.19520 -1.47039 2.21819
C: 1.11587 0.22928 -4.56806
O: -0.92787 -3.50990 -0.20285
H: 0.29622 3.56320 -1.70650
H: -1.50709 0.34481 -1.57518
H: 0.47030 1.09413 1.25191
C: 0.71223 1.84045 2.00859
O: 2.40482 4.79612 0.38865
C: -0.06647 -1.45945 1.13587
C: 1.74917 -3.65748 0.84310
O: -4.07091 -0.88965 3.99818
O: -4.03097 -1.95936 1.44839
O: -0.44833 -0.30165 4.99039
S: -0.05226 -3.28098 -1.37083
O: 4.21218 -4.11999 3.49894
S: -3.25070 0.27260 3.76891
H: -5.49523 -2.13061 -2.44414
O: 4.65876 1.22498 -4.08728
H: 1.03956 0.46962 6.19602
C: -3.45916 -1.49416 -1.78402
O: 1.55525 4.25018 -4.15797
O: 1.25095 4.95329 2.65769
S: -0.90324 3.17822 -0.27089
S: -4.36950 -0.87296 0.48599
O: -1.05652 -0.24678 2.48928
C: 1.90573 2.04695 -1.77663
O: 1.78288 -0.56075 -1.67682
H: -2.82074 1.47166 0.43161
O: 1.31554 0.04534 3.19596
H: 1.55959 -1.94234 -4.44581
C: -2.73801 2.13737 -1.74347
H: -0.11219 1.97044 2.70969
H: 0.27587 0.62432 -3.99671
H: 1.18413 1.30546 -2.11954
H: 1.18437 -5.80401 -3.08849
S: 3.21363 -4.63359 2.59746
H: -1.29270 1.21781 -3.07603
H: -4.74650 -3.10018 -1.09583
O: 2.53154 -5.86944 2.86436
C: 1.04214 -4.72338 -3.07722
O: -2.64231 0.23081 2.21640
O: 3.93282 4.77487 -3.38561
O: 3.81681 0.02050 -6.20396
C: -4.87974 -2.11587 -1.54466
O: 1.99072 1.31917 -0.13415
O: 1.25317 -0.99733 0.84016
C: 2.90378 -3.97406 0.03247
O: -0.39486 1.79031 3.99568
O: -3.14051 -0.78743 -0.70867
O: -2.26167 0.63454 4.80828
O: -4.18978 1.58699 3.37077
S: 1.28068 0.07331 -0.45653
C: -3.90238 2.11243 2.10910
H: 0.72407 -0.03674 -5.54980
C: -0.02378 0.59772 5.99355
O: -4.49821 0.53259 0.99605
C: -2.67541 1.44375 1.51151
S: 1.89253 4.15558 1.59993
O: -0.21493 -4.50002 -2.48129
O: -2.35343 3.29700 -1.04869
O: 2.81211 2.98686 2.26828
C: 1.26648 3.39014 -1.24095
C: 2.10040 1.85374 2.70530
H: 2.61233 1.59928 -1.07775
H: 1.92111 1.80637 3.77941
O: 2.74206 2.50043 -2.87460
H: -3.48604 -0.79091 -2.61638
H: -1.71428 1.95524 1.56349
H: -0.45345 0.37117 6.96934
S: 3.65226 0.39659 -4.79966
H: -1.61320 0.18342 1.21872
H: 1.36558 -1.18716 -2.85323
O: -0.46272 2.26151 -1.58691
H: 0.91168 -4.62790 -4.15516
H: 0.94208 -4.38872 0.88787
H: 2.93359 -4.73351 -2.04177
H: 2.69317 -4.43103 -0.93444
H: -3.19341 2.54225 -2.64723
H: -4.81715 1.84623 1.57953
H: 2.70350 0.96472 2.52084
H: -0.36153 -2.45314 0.79880
C: 1.71161 -1.02671 -3.87432
O: 3.71393 -4.72037 0.96783
C: -1.39949 1.34344 -1.99857
C: -1.11585 -0.50374 0.53422
O: -0.37444 0.25854 -0.38102
H: -3.46459 1.56968 -1.16216
O: 0.77338 3.00493 1.19335

F_max ... 16.453 eV Å⁻¹
Total charge ... 0
Energy above the lowest of the compared OMol25 structures with the same formula, charge and spin ... 1256.0 kcal per mole
Kohn-Sham gap ... 6.914 eV

These are the Mulliken partial charges, in e, on atoms 1 to 8: -0.65 -1.16 0.37 0.48 0.46 -0.57 0.48 -0.33

No. 3
The following is a quantum chemistry calculation of 3 unconnected molecules or ions with the total composition C20H40O6, from OMol25.

Atoms and positions in Å:
C: -0.37799 -0.22660 2.49402
H: 5.02932 -1.42777 -5.70902
H: 3.35466 -4.82545 -4.96462
H: 0.99693 -0.06286 4.40740
H: -0.14897 4.47151 3.35206
H: -0.49945 5.56173 1.06682
H: 0.51763 -6.15816 -0.66836
C: -0.35889 2.52220 -0.40097
H: -3.75542 2.49548 0.75816
H: 3.12733 -4.56846 -0.88208
C: 3.88726 -3.86929 -4.95937
C: -5.85630 1.46638 1.13123
H: -2.28391 5.23080 4.21542
H: -4.09410 3.71598 4.50389
C: 4.19231 -3.50298 -3.53767
H: -1.32093 2.87464 -0.98142
O: -0.10146 -2.08739 0.28278
C: -2.42131 4.58313 3.22139
H: 6.55338 -3.28678 -4.81973
C: 2.54109 -5.46113 -0.64880
H: 4.77645 -4.01516 -5.57014
C: -3.64671 3.52632 3.41373
H: -6.98978 1.70754 1.30918
H: 1.51325 -3.11968 -2.32210
C: -0.78967 4.40596 1.09682
C: -1.00700 3.97478 2.68621
H: -0.66464 1.58380 0.25677
C: 1.44348 -2.41903 -1.49192
H: 1.36498 2.41851 2.55284
C: 0.49822 2.15864 3.33032
H: 1.02665 -1.49616 -1.90725
C: 6.29005 -2.40062 -4.23478
H: 2.43798 -2.20912 -1.08840
H: -5.95175 3.63965 2.97230
H: 0.11220 -0.81060 1.57573
H: 2.92479 -6.29334 -1.24577
H: -6.23116 0.16455 3.02240
H: -5.80258 0.94134 0.06100
O: 3.45355 -3.86326 -2.62308
C: -4.92169 3.75224 2.38023
H: -4.86703 4.85647 1.99604
H: -1.85793 4.29636 0.58232
H: -5.27700 3.44325 0.15051
O: 0.53404 -4.20637 -0.07747
H: -2.78319 5.37473 2.40515
H: 7.17685 -2.14582 -3.64606
H: -1.56753 -0.28422 2.55599
H: 0.73168 2.65175 4.38193
H: -4.32629 0.55053 2.68130
C: 1.06580 -5.24511 -0.92094
O: 0.24138 3.57195 0.44333
H: -3.36878 2.39380 3.37344
H: -5.27656 -0.72797 1.66044
C: 0.54687 -2.89003 -0.38617
C: -5.38085 0.32058 2.21744
C: 0.45971 0.49873 3.52814
O: -0.83268 2.52386 2.81773
H: 3.24492 -3.10284 -5.40191
H: 0.85878 -5.04403 -1.97616
H: 0.44166 2.19530 -1.21959
O: 5.24475 -2.69158 -3.28827
H: 2.70690 -5.68191 0.41075
H: 6.73994 -0.96169 -5.77984
C: -4.87293 2.77660 1.05182
H: 5.68258 -0.34538 -4.48851
C: 5.91709 -1.21824 -5.10659

SMILES ... C=CCO[C@H](CCCCCC)COC.CCOC(C)=O.CCOC(C)=O
F_max ... 3.562 eV Å⁻¹
Total charge ... 0
Energy above the lowest of the compared OMol25 structures with the same formula, charge and spin ... 215.7 kcal per mole
Kohn-Sham gap ... 6.850 eV

These are the Mulliken partial charges, in e, on atoms 1 to 8: -0.36 0.27 0.34 0.31 0.30 0.26 0.34 -0.36

Record-wise DFT total energy values, in eV: -66585.22647, -211577.10145, -33662.68184
Record-wise M values, in g/mol: 550.5, 1241.2, 376.5